2 unconnected molecules or ions with the total composition C3H4N3S at a distorted geometry. Source: the Open Molecules 2025 dataset; level of theory: ωB97M-V with the def2-TZVPD basis set.

Values from the calculation:
Total energy ... -678.791833 a.u.
Charge ... +1
Multiplicity ... 1
HOMO-LUMO gap ... 8.33 eV
Relative energy (zero: lowest compared OMol25 entry of this formula, charge and spin) ... 27.4 kcal per mole
HOMO level ... -13.42 eV

Cartesian coordinates (Å):
C 0.67083 -1.12733 0.82721
C 0.38960 0.04051 -1.34896
C 0.40571 -2.41343 1.04517
N 0.52031 -0.54577 -0.37105
N -1.24081 3.17768 -0.60016
N -0.65353 2.20686 -0.66173
S -1.99578 4.46313 -0.50406
H 1.02362 -0.44037 1.58840
H 0.04890 -3.07509 0.27064
H 0.53431 -2.83173 2.02922
H 0.29685 0.54554 -2.27470